1.
The following is a quantum chemistry calculation of an isolated ion of composition CH5NOP and charge -1 in a non-equilibrium geometry, from the Open Molecules 2025 dataset.

ORCA input file:
```
! RIJCOSX wB97M-V def2-TZVPD def2/J DEFGRID3
* xyz -1 1
C -1.206 -0.495 -0.121
N -0.116 0.337 0.424
O 0.023 1.620 -0.297
P 1.476 0.330 -0.302
H -2.140 -0.104 0.076
H -1.073 -0.685 -1.184
H -1.140 -1.405 0.349
H 1.881 -0.899 0.513
H 2.294 1.301 0.543
*
```

Calculated values
E_tot	-512.346195	a.u.
HOMO-LUMO gap	0.2663	hartree
strongest force on any atom	3.68	eV Å⁻¹
LUMO level	4.68	eV
ΔE to the lowest compared entry with this formula, charge and spin	312.1	kJ/mol
HOMO level	-2.56	eV

---

2.
The following is a quantum chemistry calculation of a 2-piece molecular cluster, C3H3NO2 overall in a non-equilibrium geometry, from the Open Molecules 2025 dataset.

ORCA input file:
```
! RIJCOSX wB97M-V def2-TZVPD def2/J DEFGRID3
* xyz 0 1
O -0.062 1.346 -1.041
C 0.102 0.331 -0.256
C -1.069 -0.657 0.035
O -2.153 -0.455 -0.426
C 1.412 -0.382 -0.225
N 2.407 -0.970 -0.253
H 0.033 1.467 0.365
H 0.144 0.837 1.118
H -0.813 -1.518 0.684
*
```

Calculated values
E_tot	-321.146247	a.u.
HOMO-LUMO gap	0.3411	hartree
strongest force on any atom	1.18	eV Å⁻¹
LUMO level	-1.39	eV
ΔE to the lowest compared entry with this formula, charge and spin	607.5	kJ/mol
HOMO level	-10.68	eV

---

3.
The following is a quantum chemistry calculation of C21H18IIrN5S as an isolated structure in a non-equilibrium geometry, from the Open Molecules 2025 dataset.

ORCA input file:
```
! RIJCOSX wB97M-V def2-TZVPD def2/J DEFGRID3
* xyz 1 1
Ir 0.483 1.329 0.872
C 0.158 5.290 -0.808
C 0.471 4.225 0.050
N 0.036 3.001 -0.188
C -0.730 2.739 -1.301
C -1.005 3.733 -2.243
C -0.553 5.041 -1.949
C -1.675 3.361 -3.435
C -1.971 2.046 -3.640
C -1.729 1.056 -2.653
C -1.202 1.406 -1.433
N -0.963 0.633 -0.304
C -1.417 -0.630 -0.010
C -2.298 -1.435 -0.705
C -2.607 -2.735 -0.241
C -2.101 -3.240 0.923
C -1.267 -2.414 1.710
C -0.809 -2.761 3.005
C -0.086 -1.870 3.747
C 0.245 -0.625 3.187
N -0.138 -0.292 1.969
C -0.918 -1.146 1.226
H 0.517 6.280 -0.568
H 1.094 4.359 0.924
H -0.778 5.843 -2.643
H -1.907 4.116 -4.176
H -2.413 1.738 -4.579
H -1.948 0.027 -2.885
H -2.801 -1.071 -1.585
H -3.284 -3.339 -0.833
H -2.358 -4.233 1.270
H -1.072 -3.732 3.411
H 0.234 -2.098 4.754
H 0.836 0.105 3.727
S 1.821 0.504 -0.751
C 2.224 -1.071 -0.145
N 2.222 -2.164 -0.891
C 2.655 -3.352 -0.142
C 3.086 -2.738 1.209
N 2.603 -1.354 1.091
H 2.014 -2.144 -1.875
H 3.469 -3.863 -0.649
H 1.820 -4.040 -0.029
H 4.166 -2.750 1.341
H 2.622 -3.238 2.055
H 2.859 -0.603 1.726
I 2.391 2.103 2.466
*
```

Calculated values
E_tot	-1884.948028	a.u.
HOMO-LUMO gap (alpha / beta)	0.2089 / 0.2089	hartree
strongest force on any atom	1.80	eV Å⁻¹
LUMO level (alpha / beta)	-4.22 / -4.22	eV
ΔE to the lowest compared entry with this formula, charge and spin	0.0	kJ/mol
HOMO level (alpha / beta)	-9.90 / -9.90	eV

---

4.
The following is a quantum chemistry calculation of one molecule with the formula Cl2H2NO2P in a non-equilibrium geometry, from the Open Molecules 2025 dataset.

ORCA input file:
```
! RIJCOSX wB97M-V def2-TZVPD def2/J DEFGRID3
* xyz 0 1
N 0.769 0.132 -1.478
O -0.270 1.270 1.047
O -0.170 -0.658 -0.756
P -0.508 -0.141 0.888
Cl 0.614 -1.230 2.083
Cl -2.375 -0.684 1.102
H 0.289 0.949 -1.833
H 1.651 0.362 -1.054
*
```

Calculated values
E_tot	-1468.205495	a.u.
HOMO-LUMO gap	0.3786	hartree
strongest force on any atom	3.71	eV Å⁻¹
LUMO level	0.30	eV
ΔE to the lowest compared entry with this formula, charge and spin	29.4	kJ/mol
HOMO level	-10.00	eV

---

5.
The following is a quantum chemistry calculation of C45H56N9O4PPbSe as an isolated structure in a non-equilibrium geometry, from the Open Molecules 2025 dataset.

ORCA input file:
```
! RIJCOSX wB97M-V def2-TZVPD def2/J DEFGRID3
* xyz -2 1
Pb -1.139 -0.082 0.251
O 1.372 -0.183 1.231
C 2.091 -0.719 2.126
C 3.508 -0.486 2.145
C 4.354 -1.053 3.065
C 3.860 -1.917 4.046
C 2.497 -2.142 4.093
C 1.603 -1.552 3.196
C 0.175 -1.749 3.410
N -0.816 -1.680 2.545
C -1.967 -1.960 3.235
C -1.686 -2.200 4.542
N -0.321 -2.071 4.648
H 3.901 0.162 1.369
H 5.417 -0.834 3.028
H 4.527 -2.405 4.746
H 2.115 -2.823 4.848
H -2.924 -1.955 2.744
H -2.317 -2.417 5.385
H 0.209 -2.118 5.497
C 4.267 3.131 -0.224
O 3.100 3.873 -0.492
C 3.200 5.140 -0.952
C 4.406 5.762 -1.240
C 4.448 7.083 -1.671
C 3.271 7.795 -1.805
C 2.059 7.179 -1.530
C 1.985 5.848 -1.124
N 0.727 5.300 -0.888
C 0.335 3.947 -0.761
N 0.853 3.215 -1.786
C 1.011 1.855 -2.155
C 0.467 0.708 -1.550
C 0.742 -0.546 -2.068
C 1.529 -0.714 -3.195
C 2.058 0.397 -3.803
C 1.816 1.666 -3.300
O 2.509 2.619 -4.055
C 2.296 4.006 -4.026
N -0.543 3.635 0.096
C -0.942 4.640 0.984
C -2.263 5.090 0.942
C -2.715 6.057 1.821
C -1.860 6.592 2.773
C -0.544 6.163 2.822
C -0.077 5.202 1.937
O 1.261 4.873 1.976
C 1.520 3.551 2.452
H 3.914 2.184 0.180
H 4.904 3.632 0.512
H 4.844 2.942 -1.137
H 5.332 5.218 -1.115
H 5.402 7.546 -1.885
H 3.289 8.826 -2.136
H 1.135 7.734 -1.632
H 0.070 5.930 -0.452
H 1.401 3.812 -2.371
H 0.310 -1.412 -1.581
H 1.724 -1.702 -3.596
H 2.683 0.323 -4.685
H 2.819 4.397 -4.901
H 2.739 4.484 -3.144
H 1.240 4.285 -4.116
H -2.925 4.640 0.213
H -3.750 6.374 1.787
H -2.221 7.320 3.488
H 0.147 6.569 3.551
H 2.585 3.375 2.306
H 0.949 2.794 1.916
H 1.285 3.475 3.520
N -5.303 0.640 5.735
C -4.372 0.784 5.049
N -3.266 0.994 4.414
C -2.881 0.821 3.213
N -2.430 0.746 2.137
Se -3.238 0.703 -1.320
C -1.879 -2.809 -3.631
C -1.343 -4.029 -2.866
C 0.180 -4.001 -3.038
C -1.875 -5.318 -3.490
P -1.743 -3.660 -0.991
N -1.579 -2.178 -0.685
C -0.612 -4.848 0.037
C -1.194 -4.938 1.450
C 0.728 -4.112 0.173
C -0.385 -6.269 -0.480
C -3.569 -4.251 -0.725
C -4.419 -3.587 -1.816
C -3.841 -5.756 -0.720
C -4.026 -3.619 0.595
H -1.331 -2.678 -4.570
H -1.743 -1.912 -3.025
H -2.936 -2.899 -3.872
H 0.427 -3.898 -4.101
H 0.666 -4.907 -2.679
H 0.595 -3.144 -2.513
H -1.534 -5.373 -4.530
H -2.964 -5.350 -3.504
H -1.509 -6.207 -2.973
H -1.442 -3.942 1.803
H -0.450 -5.364 2.131
H -2.079 -5.572 1.497
H 0.554 -3.066 0.433
H 1.314 -4.151 -0.743
H 1.329 -4.563 0.970
H -1.322 -6.820 -0.572
H 0.252 -6.801 0.235
H 0.122 -6.285 -1.444
H -4.339 -4.096 -2.776
H -4.125 -2.543 -1.936
H -5.474 -3.614 -1.524
H -3.430 -6.245 -1.603
H -4.924 -5.927 -0.715
H -3.428 -6.238 0.166
H -3.681 -2.584 0.623
H -3.636 -4.137 1.468
H -5.119 -3.627 0.661
*
```

Calculated values
E_tot	-5477.646233	a.u.
HOMO-LUMO gap (alpha / beta)	0.1866 / 0.1922	hartree
strongest force on any atom	1.94	eV Å⁻¹
LUMO level (alpha / beta)	3.45 / 3.48	eV
ΔE to the lowest compared entry with this formula, charge and spin	303.2	kJ/mol
HOMO level (alpha / beta)	-1.63 / -1.75	eV

---

6.
The following is a quantum chemistry calculation of an isolated ion of composition C3H7N2S and charge +1 in a non-equilibrium geometry, from the Open Molecules 2025 dataset.

ORCA input file:
```
! RIJCOSX wB97M-V def2-TZVPD def2/J DEFGRID3
* xyz 1 1
C -1.096 -0.881 0.734
C -0.567 -2.015 -0.256
C 0.852 1.900 -0.659
N -0.501 0.428 0.588
N 0.229 0.649 -0.352
S -1.988 -2.844 -0.732
H -2.249 -0.793 0.692
H -0.998 -1.368 1.755
H -0.079 -1.557 -1.174
H 0.258 -2.709 0.310
H 0.328 2.657 -0.143
H 0.879 1.846 -1.709
H 1.980 1.863 -0.463
*
```

Calculated values
E_tot	-625.761977	a.u.
HOMO-LUMO gap (alpha / beta)	0.2053 / 0.2593	hartree
strongest force on any atom	3.45	eV Å⁻¹
LUMO level (alpha / beta)	-7.97 / -6.46	eV
ΔE to the lowest compared entry with this formula, charge and spin	551.9	kJ/mol
HOMO level (alpha / beta)	-13.56 / -13.52	eV